{"formula": "C44H28BN16Tc", "method": "the ωB97M-V functional and the def2-TZVPD basis", "species": ["N", "C", "C", "C", "N", "H", "H", "H", "N", "C", "C", "C", "Tc", "C", "C", "N", "N", "C", "N", "H", "N", "C", "H", "N", "H", "C", "C", "C", "C", "B", "H", "C", "C", "C", "H", "C", "H", "N", "H", "C", "H", "C", "C", "C", "C", "C", "C", "C", "N", "C", "H", "C", "H", "N", "C", "N", "C", "C", "H", "C", "H", "C", "N", "C", "H", "H", "N", "C", "H", "C", "C", "H", "H", "C", "C", "N", "H", "H", "H", "H", "H", "C", "C", "H", "H", "N", "C", "C", "C", "H"], "coordinates": [[0.9305, 1.0925, 1.5888], [4.2685, -2.7209, 2.9853], [-4.3890, -3.5904, -0.4222], [-0.0827, 2.1871, -6.3997], [-1.2737, -1.8172, 0.4097], [-5.4506, -5.3425, -1.0436], [4.8252, 2.0698, 2.8102], [2.1806, -5.6585, 1.4142], [-1.2335, 1.3652, -1.0142], [3.1295, -2.4882, 2.2359], [-0.8755, -3.1223, 0.2292], [-2.9166, 2.0497, 2.6652], [0.0008, -0.1393, 0.1397], [-4.7152, 3.0227, 3.8448], [4.0078, 2.7647, 2.6710], [1.7895, 0.6077, -0.9348], [0.0164, -1.0319, -1.8766], [2.3932, -3.5293, 1.6772], [1.3352, -1.5457, 1.0743], [5.5338, -4.2825, 3.7232], [-3.4222, -0.9282, 0.8865], [1.2624, -2.9081, 1.0072], [-1.2257, -5.9224, -0.5263], [-1.5987, 0.5655, 1.4604], [-5.2630, -2.9562, -0.3600], [-4.4828, -4.9273, -0.7945], [-2.3851, 2.0078, -0.7680], [-3.3598, -5.7543, -0.8419], [-2.0006, -3.9366, -0.1950], [0.4317, 1.3163, -2.8769], [5.1308, 4.5120, 3.1883], [-2.5858, 3.0395, -1.6711], [-5.0379, 0.8735, 2.7550], [3.9087, -5.0916, 2.5897], [0.1025, -3.1476, -1.7085], [1.6890, 3.2272, 2.1226], [2.0597, 2.6311, -6.9123], [-0.6958, 2.7429, 2.0501], [3.0964, 2.4499, -3.2275], [2.2281, 1.0124, 1.9825], [3.4468, -0.1611, 0.1349], [-0.5635, 1.8546, -5.1666], [-1.4922, 2.9835, -2.5041], [-3.7189, 0.9576, 2.3410], [1.3017, 2.3616, -6.1947], [4.1643, 4.1291, 2.8872], [-3.3944, 3.1069, 3.4202], [0.3006, -2.2888, -3.7156], [0.2980, -3.6393, 0.4900], [2.7544, 2.3363, 2.2730], [4.2385, -6.1109, 2.7422], [3.0933, 0.4740, -0.6503], [3.2628, 6.0706, 2.9260], [1.6361, 2.1435, -4.9402], [-3.1225, -3.1096, -0.1437], [2.9138, -0.0948, 2.1948], [2.4505, -1.2635, 1.8524], [-5.5198, 1.9292, 3.5193], [-5.1326, 3.8240, 4.4401], [4.6466, -4.0497, 3.1489], [0.4056, -3.1421, -4.3630], [3.8634, 1.2369, -1.5081], [1.7203, 1.4186, -2.0328], [-1.6283, 1.8034, 2.0526], [0.4462, -0.4866, -5.0253], [-3.4806, -6.7929, -1.1216], [-0.7178, 1.9615, -2.1125], [0.5349, 2.3949, 1.8332], [-2.7690, 3.9536, 3.6690], [2.9555, 1.8187, -2.3713], [-2.8985, 0.0850, 1.5283], [-3.0664, 1.7298, 0.0094], [-1.5675, 1.6098, -4.8521], [2.7578, -4.8513, 1.8444], [0.1291, -2.2857, -2.3422], [0.1459, -0.2171, -2.9570], [-0.6382, 2.2923, -7.3164], [4.8369, -1.9105, 3.4221], [-5.6605, 0.0266, 2.4997], [-3.4179, 3.7215, -1.7095], [-6.5432, 1.9075, 3.8694], [0.3148, -0.9550, -4.0628], [1.8316, 4.5795, 2.3702], [-1.2265, 3.5847, -3.3570], [0.9999, 5.2651, 2.2788], [0.4841, 1.8560, -4.2862], [3.0992, 5.0174, 2.7388], [-2.0943, -5.2772, -0.5240], [-2.6417, -1.8294, 0.3461], [4.9353, 1.3356, -1.5126]], "lowdin_charge": [0.0165, 0.0355, 0.0358, -0.0425, 0.0252, 0.1225, 0.1286, 0.1269, -0.0128, -0.0994, -0.2625, -0.1076, 1.4311, -0.0172, 0.0356, -0.0506, -0.0554, -0.0977, 0.0730, 0.1220, 0.2465, -0.2019, 0.1290, 0.0359, 0.1293, -0.0200, -0.1229, -0.0201, -0.1068, -0.6620, 0.1225, -0.0122, 0.0405, -0.0207, 0.0877, -0.0873, 0.1113, 0.2489, 0.1117, -0.2388, 0.0932, -0.1129, -0.0438, -0.1129, -0.1284, -0.0201, 0.0403, -0.0120, 0.2172, -0.0942, 0.1222, -0.1262, 0.1225, 0.0734, -0.0891, 0.2098, -0.2291, -0.0185, 0.1230, -0.0226, 0.1113, -0.0101, 0.0529, -0.2264, 0.1322, 0.1227, 0.0231, -0.2001, 0.1292, -0.0277, -0.2322, 0.0942, 0.1314, 0.0341, -0.1113, 0.0344, 0.1042, 0.1279, 0.1294, 0.1121, 0.1228, -0.0244, 0.0357, 0.1351, 0.1302, -0.0319, -0.0204, 0.0347, -0.1934, 0.1112], "total_energy_ev": -72789.953, "multiplicity": 1, "charge": 2, "homo_ev": [-12.9, -12.9], "max_force_ev_per_a": 1.6, "orbital_gap_ev": [4.59, 4.59]}



{"formula": "C44H29BaN7O8SeTe", "method": "the ωB97M-V functional and the def2-TZVPD basis", "species": ["H", "C", "C", "H", "C", "Te", "C", "C", "C", "H", "C", "H", "C", "H", "H", "C", "H", "C", "C", "C", "H", "C", "Se", "Ba", "C", "H", "C", "H", "C", "C", "C", "O", "C", "H", "H", "C", "C", "H", "N", "C", "N", "H", "O", "C", "C", "C", "H", "C", "C", "C", "H", "H", "N", "H", "O", "O", "H", "H", "H", "C", "H", "N", "H", "N", "C", "H", "C", "C", "C", "H", "C", "O", "C", "N", "C", "H", "C", "C", "H", "O", "C", "H", "H", "O", "C", "C", "O", "C", "C", "N", "C"], "coordinates": [[-1.6646, 2.1889, 5.3627], [-1.4366, 4.5087, -1.6805], [4.4767, -0.7803, 4.0620], [-2.6153, 4.0902, -7.4222], [0.7162, -2.9765, -1.8642], [-0.7934, 1.0614, -1.4165], [3.9450, -0.8315, -0.1101], [-0.7109, 2.0794, 3.4488], [-2.2583, -1.1594, -0.9923], [4.5650, -0.7060, 5.1373], [-1.2558, 4.7773, 3.2395], [-1.9106, 2.0336, -6.4116], [-1.9393, 4.4597, -4.0916], [-2.4427, 4.6468, -1.2725], [-1.0034, 0.0908, -5.6501], [-2.6800, -3.7935, 5.2868], [5.6470, -1.0783, -3.0321], [-1.3628, -1.9383, -1.8255], [-0.2911, -2.3445, 2.9604], [2.5310, -0.5079, -1.8802], [-3.9387, -0.3507, -0.8767], [5.4220, -1.0570, 1.8846], [8.7666, -1.7671, -0.0417], [0.6233, -1.3234, 0.7618], [-0.3249, 2.7797, 2.3039], [-2.7210, -2.4125, -3.4371], [-4.3994, -4.9086, 3.4074], [-1.8626, -0.2704, -4.1446], [-4.6757, -5.0425, 4.7737], [-3.8006, -4.4779, 5.7067], [1.9884, -3.2808, -1.0529], [-1.2550, 6.7784, 2.1045], [-1.6555, 4.0867, 4.3792], [-1.0075, 5.5010, -1.8412], [-3.0566, -4.1119, 1.9392], [-3.2789, -4.2250, 2.9914], [5.5836, -0.9730, 3.2681], [2.3174, -0.6090, 4.0307], [-0.1630, -2.1948, -1.2524], [-1.3623, 2.7402, 4.4815], [3.0622, -0.7388, 2.1397], [-1.0290, -3.7997, -4.6313], [0.3635, 2.6029, 0.0419], [-1.7213, -2.5446, -3.0477], [6.5414, -1.3042, 0.9955], [4.8107, -0.9342, -2.3609], [1.5194, -0.3017, -2.2110], [3.2274, -0.7056, 3.4477], [-2.5960, 4.6856, -6.5084], [-1.0615, 0.3255, -4.5838], [-0.5220, 1.0133, 3.4867], [-4.0244, -4.5874, 6.7607], [7.4041, -1.5201, -1.1670], [-5.0806, -5.3467, 2.6888], [2.9912, -3.6606, -1.6707], [-3.4508, -0.7852, -1.5873], [-0.1321, 0.0154, -4.1026], [-0.2778, 4.6999, 1.3372], [1.2320, -4.1512, -3.5749], [5.0254, -1.0282, -0.9831], [-2.1941, 4.6129, 5.1533], [-1.5763, 6.1896, 3.1206], [-0.8376, 3.9888, -0.9429], [7.7605, -1.5282, 1.4127], [-1.2483, -2.9447, 3.4557], [-2.0055, -3.3568, 6.0111], [-2.0995, 3.8748, -5.3377], [-1.5022, 3.7454, -2.9781], [4.1331, -0.8809, 1.3511], [3.3265, -0.6046, -3.8770], [-1.7896, 2.5298, -5.4521], [-2.1558, 6.7323, 4.0521], [-0.5827, 4.1383, 2.2080], [-6.7873, -6.2727, 5.6044], [-1.1852, 2.3771, -3.0941], [-3.6060, 5.0587, -6.3202], [0.1759, 2.0017, 1.1311], [-2.3878, -3.6471, 3.9194], [-1.9545, 5.5534, -6.6804], [1.8476, -3.1110, 0.1930], [-5.8445, -5.7288, 5.2243], [-2.1812, 5.5130, -3.9667], [6.5796, -1.0561, 3.6834], [-2.0777, -0.9588, 0.2241], [3.5467, -0.6739, -2.8212], [6.3417, -1.2995, -0.4364], [0.2243, 0.7403, 1.2046], [-0.7807, -3.3190, -3.6913], [-1.3343, 1.7860, -4.3657], [2.7196, -0.5650, -0.5756], [0.4769, -3.5313, -3.1134]], "lowdin_charge": [0.1038, -0.0749, -0.0464, 0.0622, -0.2263, 1.5565, -0.1395, 0.0212, -0.7119, 0.0993, -0.1484, 0.1005, -0.0496, 0.0853, 0.0708, -0.0415, 0.1118, -0.2883, -0.2140, -0.1445, 0.1057, -0.0889, 1.0356, 2.0268, -0.0872, 0.1073, -0.0428, 0.0580, -0.2678, -0.0546, -0.6770, 0.0670, -0.0172, 0.0760, 0.1180, -0.0215, -0.0103, 0.1118, -0.1358, -0.0595, 0.0762, 0.0965, -0.2362, -0.0445, -0.3329, 0.0020, 0.0298, -0.1051, -0.0753, -0.1034, 0.1185, 0.1067, -0.2353, 0.1100, 0.0061, 0.0048, 0.0493, 0.1233, 0.1021, -0.0850, 0.1080, -0.3571, 0.0174, -0.2430, -0.2260, 0.1071, -0.3013, -0.3013, -0.1261, 0.1117, -0.0449, 0.0402, 0.0740, 0.1111, -0.3818, 0.0692, -0.6850, -0.2655, 0.0682, -0.3274, -0.2204, 0.1102, 0.1085, -0.1624, -0.0149, -0.3249, -0.5200, -0.0730, -0.3165, 0.0070, -0.0185], "total_energy_ev": -146240.473, "multiplicity": 1, "charge": -2, "homo_ev": [-0.6, -0.6], "max_force_ev_per_a": 5.8, "orbital_gap_ev": [3.47, 3.47]}